The following is a quantum chemistry calculation of C14H30F2N2O10P as an isolated structure in a non-equilibrium geometry, from OMol25.

Each line ends with the Mulliken charge.
Positions of all 59 atoms, in Å:
1 O -0.8193 2.4927 4.2374  0.017
2 N -0.0909 2.2878 3.4510  0.535
3 O -0.2967 0.6328 2.9466  -0.446
4 P 0.3811 0.1419 1.6687  0.387
5 N 0.5151 1.3590 0.4773  0.190
6 C -0.7612 1.5877 -0.1198  0.616
7 O -1.7719 1.2809 0.4060  -0.404
8 F -0.6145 2.1793 -1.2778  -0.196
9 C 1.6077 1.0417 -0.4363  0.463
10 O 1.8867 -0.0677 -0.7169  -0.400
11 F 2.2196 2.1233 -0.8078  -0.166
12 H -0.3345 -0.9377 1.1773  0.212
13 H 1.7019 -0.1823 1.9270  0.164
14 C -10.4170 -0.2251 1.1409  -0.767
15 O -9.1173 0.0683 1.6047  -0.248
16 C -8.6869 -0.8481 2.5922  -0.591
17 C -7.2114 -0.6700 2.8600  -0.404
18 O -6.3733 -1.3126 1.9076  -0.460
19 C -6.2208 -0.6560 0.6616  -0.524
20 C -5.2552 0.5059 0.7007  -0.313
21 O -5.8856 1.6722 1.1912  -0.304
22 C -4.9655 2.6954 1.4587  -0.596
23 H -11.1449 -0.2112 1.9602  0.312
24 H -10.6863 0.5405 0.4170  0.232
25 H -10.4523 -1.2062 0.6536  0.315
26 H -8.8747 -1.8780 2.2619  0.342
27 H -9.2442 -0.6710 3.5231  0.450
28 H -6.9825 -1.1533 3.8114  0.379
29 H -6.9702 0.3922 2.9465  0.213
30 H -7.1829 -0.3351 0.2562  0.242
31 H -5.8022 -1.4103 -0.0082  0.397
32 H -4.8837 0.7044 -0.3163  0.419
33 H -4.4026 0.2430 1.3446  0.205
34 H -4.2649 2.3929 2.2514  0.206
35 H -5.5237 3.5660 1.7957  0.269
36 H -4.3947 2.9643 0.5599  0.243
37 C 4.5500 -0.8902 -4.3183  -0.711
38 O 5.6817 -0.5960 -3.5357  -0.286
39 C 5.4671 0.5006 -2.6743  -0.143
40 C 6.5712 0.6109 -1.6495  -0.520
41 O 6.4074 -0.2652 -0.5427  -0.450
42 C 6.7789 -1.6214 -0.7633  -0.415
43 C 8.2710 -1.8581 -0.7410  -0.609
44 O 8.8346 -1.5231 -1.9923  -0.246
45 C 10.2451 -1.5230 -1.9555  -0.768
46 H 4.2532 -0.0310 -4.9325  0.319
47 H 4.8100 -1.7176 -4.9741  0.247
48 H 3.6999 -1.1875 -3.6901  0.232
49 H 4.5070 0.3808 -2.1489  -0.049
50 H 5.4310 1.4253 -3.2697  0.499
51 H 6.5297 1.6166 -1.2252  0.429
52 H 7.5464 0.4795 -2.1221  0.220
53 H 6.3519 -2.0008 -1.6943  0.241
54 H 6.3400 -2.1762 0.0685  0.375
55 H 8.4625 -2.9192 -0.5250  0.455
56 H 8.7242 -1.2516 0.0546  0.336
57 H 10.6238 -0.7667 -1.2584  0.314
58 H 10.5977 -1.2904 -2.9575  0.231
59 H 10.6352 -2.5036 -1.6600  0.311

Forces on atoms 1 to 3 (eV/Å):
O 0.0 -0.2 0.0
N 0.1 1.1 0.4
O -0.2 -0.7 -0.4

Computed properties:
M (g mol⁻¹): 455.368
E_tot (eV): -53170.4700
Highest occupied orbital energy (eV): -11.1
HOMO-LUMO gap (eV): 4.846
Net charge: +1

The following is a quantum chemistry calculation of C14H30F6NaO12S2 as an isolated structure in a non-equilibrium geometry, from OMol25.

Each line ends with the Mulliken charge.
Positions of all 65 atoms, in Å:
1 Na -0.1911 0.5727 0.4997  0.707
2 C 4.4156 1.2797 -1.3584  0.433
3 F 4.8183 0.0652 -0.9592  -0.230
4 F 5.4770 2.0578 -1.1862  -0.225
5 F 3.9615 1.3231 -2.6240  -0.227
6 S 2.9831 1.9164 -0.2037  1.208
7 O 1.8096 1.0983 -0.5523  -0.724
8 O 3.4879 1.6513 1.1276  -0.692
9 O 2.8569 3.3220 -0.5541  -0.702
10 C 1.4151 -2.4673 3.9356  0.569
11 F 2.4919 -2.8745 3.2612  -0.207
12 F 0.2596 -3.0307 3.5045  -0.233
13 F 1.5210 -2.8205 5.2372  -0.241
14 S 1.3390 -0.5821 3.8304  1.019
15 O 1.2850 -0.3672 2.3978  -0.452
16 O 0.1917 -0.1093 4.5749  -0.726
17 O 2.5841 -0.0731 4.4122  -0.693
18 C -2.5103 -0.7281 -2.6169  -1.079
19 O -2.1550 0.1770 -1.5849  0.029
20 C -3.2770 0.5344 -0.7965  -0.828
21 C -3.4166 -0.3557 0.3979  -0.628
22 O -2.2585 -0.2727 1.1698  0.243
23 C -2.4416 -0.9786 2.4170  -0.820
24 H -2.9727 -1.6688 -2.3051  0.374
25 H -1.6014 -0.9634 -3.1688  0.214
26 H -3.2540 -0.3798 -3.3397  0.355
27 H -4.2011 0.3791 -1.3582  0.490
28 H -3.1666 1.5466 -0.4051  0.240
29 H -3.5992 -1.3867 0.0804  0.393
30 H -4.2995 -0.0099 0.9441  0.381
31 H -2.6305 -2.0412 2.2529  0.296
32 H -3.2348 -0.4663 2.9623  0.365
33 H -1.5344 -0.9765 3.0213  0.079
34 C 1.5408 -5.3654 -2.5110  -0.779
35 O 1.7378 -4.5878 -1.3282  -0.345
36 C 0.4756 -4.0191 -0.9650  -0.954
37 C 0.7398 -2.7264 -0.1256  -0.170
38 O 0.3639 -1.5184 -0.7994  0.541
39 C 1.1546 -1.2889 -1.9792  -1.266
40 H 2.4754 -5.5381 -3.0443  0.297
41 H 0.9318 -4.7788 -3.2034  0.298
42 H 1.0235 -6.3185 -2.3813  0.294
43 H -0.0818 -4.7199 -0.3375  0.515
44 H -0.2166 -3.8098 -1.7826  0.411
45 H 1.7670 -2.6161 0.2288  0.492
46 H 0.1852 -2.7608 0.8128  0.007
47 H 2.1548 -1.2298 -1.5475  0.272
48 H 0.9100 -0.3173 -2.4029  0.287
49 H 1.0260 -2.0859 -2.7137  0.352
50 C -0.5941 2.5915 2.6494  -0.585
51 O -0.4423 2.7771 1.2297  -0.050
52 C -0.0249 4.0848 0.8555  -0.845
53 C -0.1771 4.2791 -0.6468  -0.043
54 O -1.5232 4.4339 -1.0782  -0.402
55 C -1.6707 4.3179 -2.5129  -0.710
56 H -1.4235 3.2067 3.0021  0.306
57 H 0.3369 2.9750 3.0732  0.374
58 H -0.6283 1.5477 2.9563  -0.018
59 H 1.0441 4.2180 1.0309  0.452
60 H -0.6342 4.8087 1.4017  0.408
61 H 0.1369 3.3245 -1.0809  -0.123
62 H 0.4835 5.0182 -1.1031  0.461
63 H -2.7527 4.3788 -2.6188  0.278
64 H -1.3781 3.3552 -2.9433  0.220
65 H -1.0933 4.9927 -3.1480  0.335

Forces on atoms 1 to 3 (eV/Å):
Na 0.7 -0.3 -0.1
C -1.9 0.8 2.3
F -0.5 -0.3 -1.0

Computed properties:
M (g mol⁻¹): 591.494
E_tot (eV): -81967.3885
Energy relative to the best compared isomer or geometry (same formula, charge and spin) (kJ/mol): 164.28
Highest occupied orbital energy (eV): -6.2
HOMO-LUMO gap (eV): 7.876
Net charge: -1

The following is a quantum chemistry calculation of C14H30IO7P2S as an isolated structure in a non-equilibrium geometry, from OMol25.

Each line ends with the Mulliken charge.
Positions of all 55 atoms, in Å:
1 O -2.7166 0.2021 2.2008  -0.773
2 P -1.9703 -0.6802 1.3312  0.659
3 O -2.7635 -2.0618 1.1741  -0.437
4 O -1.8105 -0.0023 -0.0752  -0.371
5 C -0.3586 -1.1130 2.0257  -0.400
6 C 0.7728 -0.6796 1.1000  -0.253
7 I 2.6194 -0.8026 2.3122  -0.225
8 P 1.0002 -1.9318 -0.1441  0.325
9 S 0.0519 -1.6558 -1.8564  -0.553
10 H -2.5222 -2.5213 0.3478  0.348
11 H -1.5357 -0.6315 -0.7838  0.142
12 H -0.3439 -2.1824 2.2592  0.445
13 H -0.2999 -0.5946 2.9689  0.170
14 H 2.3714 -1.9744 -0.3912  -0.042
15 H 0.7103 -3.2166 0.3953  0.024
16 C 0.3844 2.4987 4.0052  -0.819
17 C 1.7394 2.9811 4.4612  0.810
18 O 2.5933 2.2099 4.8201  -0.535
19 C 1.9806 4.4762 4.4384  -1.133
20 H 0.3475 1.4150 4.0650  0.029
21 H -0.3993 2.9202 4.6382  0.385
22 H 0.2043 2.7973 2.9714  0.341
23 H 1.2656 4.9808 5.0907  0.317
24 H 1.8645 4.8575 3.4228  0.304
25 H 2.9899 4.6858 4.7849  0.302
26 C 5.0534 1.4388 -1.2992  -1.227
27 C 3.8178 0.8372 -1.9325  0.818
28 O 2.8980 0.4406 -1.2648  -0.379
29 C 3.7706 0.7596 -3.4414  -1.172
30 H 4.9415 1.4291 -0.2174  0.273
31 H 5.9360 0.8578 -1.5735  0.354
32 H 5.1857 2.4679 -1.6393  0.338
33 H 4.5973 0.1510 -3.8155  0.440
34 H 3.8347 1.7598 -3.8713  0.307
35 H 2.8316 0.3076 -3.7474  0.250
36 C -5.7799 -4.6540 0.2354  -1.151
37 C -4.4456 -5.2980 0.5273  0.899
38 O -3.4221 -4.8655 0.0624  -0.536
39 C -4.4519 -6.5066 1.4342  -1.162
40 H -5.6328 -3.8002 -0.4203  0.291
41 H -6.4439 -5.3712 -0.2509  0.369
42 H -6.2410 -4.3135 1.1635  0.321
43 H -5.0612 -7.3001 0.9977  0.340
44 H -4.8618 -6.2389 2.4091  0.327
45 H -3.4348 -6.8669 1.5627  0.300
46 C -0.4676 3.8695 -4.9197  -1.215
47 C 0.5944 2.9393 -4.3757  0.846
48 O 1.5873 2.6874 -5.0219  -0.543
49 C 0.3471 2.3591 -3.0084  -0.586
50 H -0.1750 4.2204 -5.9068  0.331
51 H -1.4204 3.3436 -4.9939  0.310
52 H -0.5879 4.7266 -4.2554  0.311
53 H -0.5764 1.7787 -3.0010  0.273
54 H 0.2673 3.1611 -2.2723  0.330
55 H 1.1647 1.7032 -2.7261  -0.115

Forces on atoms 1 to 3 (eV/Å):
O -0.9 1.1 1.4
P 0.2 0.3 0.5
O 0.1 -0.5 -1.1

Computed properties:
M (g mol⁻¹): 531.306
E_tot (eV): -66853.9816
Energy relative to the best compared isomer or geometry (same formula, charge and spin) (kJ/mol): 60.57
Highest occupied orbital energy (eV): -3.7
HOMO-LUMO gap (eV): 6.214
Net charge: -1

The following is a quantum chemistry calculation of a 7-piece molecular cluster, C14H30N4O3S3 overall in a non-equilibrium geometry, from OMol25.

Each line ends with the Mulliken charge.
Positions of all 54 atoms, in Å:
1 C -1.8792 -9.0674 9.6235  -1.069
2 S -3.5599 -8.3885 9.2994  0.687
3 O -4.1757 -7.5795 10.3861  -0.629
4 C -2.9943 -7.0593 8.2285  -1.142
5 H -1.7771 -9.4425 10.6417  0.340
6 H -1.1772 -8.2343 9.5854  0.401
7 H -1.5561 -9.7614 8.8475  0.337
8 H -3.8848 -6.5190 7.9074  0.378
9 H -2.5520 -7.4594 7.3161  0.384
10 H -2.4098 -6.3495 8.8138  0.342
11 C -2.6590 -14.0360 13.9775  -0.750
12 S -3.9730 -14.3353 15.2172  0.734
13 O -3.6260 -15.7098 15.7305  -0.311
14 C -3.5004 -13.2930 16.6270  -1.000
15 H -1.7296 -14.4578 14.3600  0.512
16 H -2.6167 -12.9537 13.8560  0.399
17 H -3.0572 -14.4366 13.0453  0.176
18 H -3.7745 -13.8687 17.5110  0.404
19 H -3.7127 -12.2245 16.5907  0.367
20 H -2.4459 -13.5574 16.7056  0.371
21 C -4.1525 -11.5228 11.2748  0.393
22 S -3.6002 -12.5788 9.8618  0.430
23 O -3.0424 -13.9400 10.5468  -0.642
24 C -5.2726 -13.0747 9.1543  -0.838
25 H -3.9548 -12.3174 11.9943  -0.461
26 H -5.2304 -11.3629 11.2524  -0.248
27 H -3.6469 -10.5687 11.4239  0.366
28 H -5.6552 -12.1441 8.7351  0.421
29 H -5.9384 -13.3664 9.9666  0.040
30 H -5.1112 -13.8869 8.4455  0.484
31 C 0.1923 -15.2689 9.6998  -0.604
32 C 1.4856 -14.9859 9.1336  0.278
33 N 2.5574 -14.7801 8.6237  -0.370
34 H -0.6679 -15.0231 9.0771  0.213
35 H 0.0737 -14.7860 10.6698  0.181
36 H 0.1494 -16.3380 9.9079  0.296
37 C -6.4496 -15.7507 13.2310  -0.760
38 C -6.6275 -14.3027 13.0873  0.332
39 N -6.8013 -13.1792 13.0379  -0.392
40 H -5.7909 -16.1137 14.0199  0.317
41 H -6.0890 -16.0370 12.2431  0.263
42 H -7.4434 -16.1766 13.3691  0.338
43 C -9.7306 -14.1781 9.2311  -0.407
44 C -10.2947 -14.9189 8.0035  0.202
45 N -10.7132 -15.3812 7.0607  -0.295
46 H -8.6695 -13.9318 9.1933  0.004
47 H -9.8930 -14.8549 10.0700  0.225
48 H -10.3863 -13.3249 9.4054  0.283
49 C -7.0340 -8.7362 10.5753  -0.158
50 C -8.4313 -8.4983 10.9562  0.061
51 N -9.5230 -8.2792 11.3015  -0.381
52 H -6.9160 -8.7362 9.4917  0.267
53 H -6.6379 -9.6364 11.0452  -0.052
54 H -6.4147 -7.9488 11.0050  0.280

Forces on atoms 1 to 3 (eV/Å):
C 0.4 1.2 0.6
S 0.0 0.4 -1.1
O 0.5 -0.7 0.9

Computed properties:
M (g mol⁻¹): 398.620
E_tot (eV): -59598.6621
Energy relative to the best compared isomer or geometry (same formula, charge and spin) (kJ/mol): 0.00
2S+1: 2
Highest occupied orbital energy (alpha / beta) (eV): -11.6 / -11.6
HOMO-LUMO gap (alpha / beta) (eV): 7.588 / 2.948
Net charge: +1